C44H39BrN3OP2RuS | ωB97M-V/def2-TZVPD

Positions of all 92 atoms, in Å:
1 Ru -1.465 0.875 0.830
2 Br -1.397 -4.451 6.003
3 C -1.650 -3.334 4.545
4 C -2.574 -3.649 3.581
5 C -2.730 -2.837 2.457
6 C -2.040 -1.598 2.349
7 O -2.160 -0.939 1.254
8 C -1.293 -1.117 3.482
9 C -1.059 0.206 3.683
10 N -1.340 1.200 2.795
11 C -1.305 2.565 3.167
12 C -1.288 3.063 4.440
13 C -1.285 4.457 4.668
14 C -1.324 5.340 3.629
15 C -1.357 4.855 2.298
16 C -1.423 5.695 1.164
17 C -1.450 5.156 -0.094
18 C -1.407 3.769 -0.237
19 N -1.350 2.943 0.801
20 C -1.335 3.471 2.080
21 C -0.746 -2.146 4.440
22 H -3.165 -4.551 3.674
23 H -3.376 -3.128 1.636
24 H -0.615 0.496 4.631
25 H -1.305 2.396 5.293
26 H -1.268 4.824 5.687
27 H -1.340 6.409 3.805
28 H -1.461 6.771 1.304
29 H -1.509 5.779 -0.976
30 H -1.417 3.312 -1.215
31 H -0.595 -1.715 5.431
32 C 3.914 -4.107 -3.231
33 S 4.160 -2.426 -2.608
34 C 3.067 -1.492 -3.731
35 C 2.089 -0.580 -2.990
36 C 1.150 -1.372 -2.087
37 N 0.362 -0.570 -1.114
38 P -1.163 0.106 -1.420
39 C -0.994 0.959 -2.995
40 C -0.074 2.010 -3.063
41 C 0.126 2.688 -4.252
42 C -0.597 2.323 -5.383
43 C -1.514 1.284 -5.322
44 C -1.721 0.601 -4.127
45 C -2.428 -1.158 -1.678
46 C -2.194 -2.513 -1.877
47 C -3.265 -3.386 -2.031
48 C -4.568 -2.912 -1.992
49 C -4.810 -1.558 -1.789
50 C -3.743 -0.688 -1.625
51 P 0.985 0.104 0.308
52 C 2.637 0.727 -0.016
53 C 3.744 -0.120 0.032
54 C 5.002 0.386 -0.254
55 C 5.158 1.734 -0.562
56 C 4.060 2.585 -0.588
57 C 2.797 2.082 -0.311
58 C 1.235 -1.174 1.555
59 C 0.757 -2.507 1.462
60 C 0.595 -3.257 2.583
61 C 0.713 -2.630 3.943
62 C 1.604 -1.428 3.933
63 C 1.783 -0.721 2.798
64 H 4.453 -4.772 -2.558
65 H 4.323 -4.217 -4.234
66 H 2.857 -4.378 -3.226
67 H 2.542 -2.204 -4.371
68 H 3.701 -0.882 -4.371
69 H 1.502 -0.021 -3.724
70 H 2.657 0.148 -2.410
71 H 1.730 -2.106 -1.526
72 H 0.454 -1.921 -2.717
73 H 0.517 2.272 -2.190
74 H 0.848 3.494 -4.305
75 H -0.441 2.850 -6.317
76 H -2.074 1.001 -6.204
77 H -2.438 -0.209 -4.087
78 H -1.189 -2.907 -1.896
79 H -3.076 -4.442 -2.189
80 H -5.398 -3.598 -2.120
81 H -5.827 -1.184 -1.759
82 H -3.937 0.365 -1.459
83 H 3.624 -1.173 0.262
84 H 5.863 -0.274 -0.239
85 H 6.145 2.124 -0.777
86 H 4.190 3.636 -0.818
87 H 1.934 2.740 -0.326
88 H 0.511 -2.922 0.490
89 H 0.269 -4.290 2.516
90 H 1.042 -3.355 4.688
91 H 2.031 -1.089 4.873
92 H 2.347 0.208 2.822

Summary:
**Relative energy (zero: lowest compared OMol25 entry of this formula, charge and spin)**: 0.000 eV
**Total charge**: +2
**2S+1**: 6
**E_tot**: -5688.864805 hartree
**LUMO (spin up / spin down)**: -0.2083 / -0.2763 Ha

Here are the Löwdin charges for atoms 1 to 4, given in e: Ru 1.17; Br 0.92; C -0.63; C -0.09